C33H52ClGe2INO4P2Sn as an isolated structure. Source: the OMol25 dataset; level of theory: ωB97M-V/def2-TZVPD.

Structure (XYZ):
```
97
Properties=species:S:1:pos:R:3:forces:R:3
Sn -1.065 0.903 -0.983 0.672 -0.151 -0.111
C 1.887 2.231 -3.396 0.022 0.068 -0.009
C 2.506 1.061 -2.983 0.045 0.023 0.058
C 1.894 -0.163 -3.203 -0.017 -0.108 0.026
C 0.665 -0.224 -3.846 0.058 -0.068 0.037
C 0.052 0.945 -4.272 -0.027 0.047 -0.066
C 0.663 2.173 -4.045 -0.079 0.036 -0.030
H 2.375 3.186 -3.246 0.017 -0.005 0.001
H 3.468 1.107 -2.492 0.024 -0.017 0.002
H 2.375 -1.077 -2.878 0.021 0.000 -0.001
H 0.197 -1.186 -4.018 -0.015 0.007 -0.034
H -0.880 0.896 -4.820 -0.008 0.004 -0.014
H 0.216 3.087 -4.417 -0.015 -0.003 -0.005
C 1.549 2.198 4.002 0.089 0.059 0.050
C 0.707 1.414 2.998 -0.085 0.029 -0.009
Ge 1.725 0.145 1.897 0.042 0.072 0.017
C 2.618 1.081 0.410 -0.022 0.096 -0.083
C 3.760 1.998 0.839 0.093 0.053 0.054
C 3.037 -0.994 2.799 -0.131 -0.074 -0.020
C 2.714 -2.265 2.477 0.071 0.036 0.109
Ge 1.044 -2.130 1.417 -0.013 -0.052 -0.098
C 1.193 -2.707 -0.473 0.012 0.028 -0.032
C 0.756 -4.135 -0.786 -0.028 -0.116 0.033
C -0.459 -2.963 2.370 0.063 -0.167 -0.015
C -0.890 -2.185 3.607 0.034 0.054 0.090
C 3.442 -3.483 2.889 -0.004 0.061 -0.011
C 4.562 -3.436 3.724 -0.019 -0.034 -0.036
C 5.224 -4.595 4.085 -0.008 0.012 -0.004
C 4.782 -5.828 3.620 0.030 -0.033 0.023
C 3.670 -5.893 2.798 -0.021 0.001 -0.017
C 3.008 -4.727 2.440 0.004 -0.072 0.001
H 0.938 2.881 4.596 -0.019 0.000 -0.006
H 2.328 2.792 3.520 -0.021 -0.017 -0.013
H 2.049 1.527 4.702 -0.001 -0.016 -0.006
H 0.195 2.090 2.306 0.002 -0.006 -0.016
H -0.084 0.869 3.514 0.008 -0.042 0.000
H 1.886 1.641 -0.183 -0.013 -0.025 0.031
H 2.998 0.300 -0.252 0.003 -0.041 -0.002
H 3.416 2.809 1.484 -0.008 0.004 -0.004
H 4.266 2.456 -0.015 -0.029 -0.006 -0.013
H 4.518 1.450 1.401 -0.012 -0.025 0.007
H 3.895 -0.741 3.415 0.036 0.043 0.015
H 2.239 -2.558 -0.754 0.008 -0.002 0.016
H 0.621 -2.000 -1.085 -0.024 0.013 0.039
H 1.364 -4.871 -0.257 0.024 0.016 0.001
H 0.841 -4.365 -1.850 -0.003 0.037 -0.008
H -0.280 -4.318 -0.494 -0.056 0.014 0.015
H -0.106 -3.956 2.667 -0.033 -0.014 -0.057
H -1.303 -3.134 1.700 -0.056 0.041 -0.048
H -0.046 -2.023 4.282 0.008 0.017 -0.009
H -1.655 -2.722 4.170 -0.017 -0.005 -0.009
H -1.297 -1.209 3.343 -0.029 0.043 -0.024
H 4.918 -2.485 4.095 0.008 0.016 0.009
H 6.091 -4.541 4.731 0.003 -0.001 0.005
H 5.304 -6.733 3.903 -0.002 -0.003 0.000
H 3.316 -6.849 2.435 0.000 -0.002 0.002
H 2.134 -4.788 1.802 -0.002 0.021 -0.001
C -1.432 4.323 1.530 0.047 0.123 0.028
P -0.755 3.663 -0.024 -0.224 -0.218 0.073
C 0.923 4.353 -0.091 0.044 0.107 -0.009
C -1.671 4.610 -1.303 0.119 0.106 -0.001
C -3.090 4.073 -1.472 -0.172 0.059 -0.133
P -3.113 2.397 -2.202 0.030 -0.237 0.312
C -2.916 2.733 -3.979 -0.043 0.056 -0.052
C -4.836 1.852 -2.092 -0.066 0.102 -0.073
H -1.425 5.415 1.501 -0.015 -0.001 0.026
H -0.813 3.993 2.363 -0.002 -0.014 0.011
H -2.443 3.960 1.700 0.008 -0.011 -0.039
H 0.901 5.441 -0.005 0.006 0.003 0.001
H 1.412 4.076 -1.025 -0.018 -0.023 -0.016
H 1.513 3.946 0.730 -0.015 -0.013 0.015
H -1.108 4.538 -2.240 -0.015 -0.018 0.003
H -1.688 5.670 -1.033 -0.016 -0.029 0.013
H -3.679 4.721 -2.129 0.021 0.011 0.031
H -3.617 4.020 -0.518 0.033 -0.011 0.023
H -3.715 3.407 -4.293 0.011 0.009 -0.011
H -2.997 1.817 -4.560 0.001 -0.022 0.002
H -1.957 3.197 -4.196 0.017 -0.003 0.023
H -5.462 2.574 -2.620 -0.033 -0.021 0.013
H -5.143 1.783 -1.054 0.001 0.010 0.037
H -4.952 0.872 -2.551 0.026 -0.016 -0.005
O -3.818 0.200 2.425 0.044 -0.078 0.174
Cl -3.421 0.515 1.113 0.362 0.331 -0.019
O -4.137 -0.208 0.114 -0.012 -0.238 -0.031
O -3.502 1.930 0.832 -0.023 -0.046 0.108
O -1.938 0.162 0.973 -0.603 0.207 -0.468
I -3.653 -4.727 -0.108 0.009 -0.070 0.072
C -3.365 -3.202 -1.475 0.110 0.189 -0.100
C -4.117 -3.119 -2.636 -0.019 -0.068 0.067
C -3.894 -2.058 -3.501 0.056 0.032 -0.032
C -2.933 -1.125 -3.169 0.087 -0.009 -0.098
N -2.203 -1.199 -2.054 -0.282 0.118 0.151
C -2.419 -2.214 -1.222 -0.044 -0.137 0.051
H -4.866 -3.866 -2.860 -0.006 -0.001 -0.005
H -4.455 -1.959 -4.420 -0.012 -0.012 -0.001
H -2.720 -0.290 -3.827 -0.007 -0.002 0.017
H -1.833 -2.231 -0.311 0.017 -0.007 0.011
```
Positions in Å, forces in eV/Å.

Results
energy above the lowest of the compared OMol25 structures with the same formula, charge and spin: 24.9 kJ/mol
calculated total energy: -202796.590 eV
strongest force on any atom: 0.79 eV/A
net charge: +1
molar mass: 1015.0 Da
HOMO: -10.12 eV